The following is a DFT calculation (ωB97M-V/def2-TZVPD) of 8 unconnected molecules or ions with the total composition C67H139N7O10 at a distorted geometry.

Geometry as XYZ:
```
223
Properties=species:S:1:pos:R:3:forces:R:3
O 3.164 1.349 0.640 0.5 0.1 -0.2
O -1.960 5.333 -0.948 -0.5 0.3 0.7
O -2.797 0.666 -1.239 -0.4 0.4 0.6
O -1.518 -5.249 3.689 -0.1 0.7 0.4
O -1.834 -1.302 -3.963 0.1 -0.5 0.1
O -1.958 0.500 6.449 0.8 0.5 0.4
O 2.414 -0.724 0.530 1.0 -2.4 0.7
O 4.985 5.650 -1.530 -0.2 -0.7 -0.6
O 4.885 -3.791 -4.163 0.3 0.1 0.7
O 1.268 0.841 -0.353 -2.4 1.2 -1.3
N 4.871 -2.538 -3.469 -0.3 -0.8 -0.2
N 6.039 5.695 -0.603 -0.1 1.0 1.2
N -1.069 5.276 0.167 1.3 -2.0 -1.4
N -3.884 0.102 -1.904 0.1 -1.8 -0.1
N -0.500 -1.759 -3.819 1.0 0.0 -0.3
N -3.118 0.373 5.717 -1.9 -1.2 0.5
N -2.310 -6.262 3.138 1.4 -0.5 -0.7
C 7.873 4.792 1.407 0.8 -0.3 -0.5
C -1.069 -3.402 -2.163 -1.0 0.3 -0.3
C -3.590 -8.460 2.045 -0.1 -0.3 1.5
C 7.239 5.020 -1.057 -0.8 -2.6 -2.8
C -1.488 4.278 1.156 0.7 1.0 0.6
C 0.830 -2.374 1.037 -0.8 0.8 -0.5
C -1.696 7.474 0.927 0.1 1.8 0.1
C -2.829 -7.156 4.173 -1.5 -0.5 -0.4
C 5.614 -1.580 -4.237 -0.5 2.6 -1.3
C 5.856 -0.220 -2.016 -0.4 -1.6 -0.9
C -3.941 -1.771 -0.293 0.0 0.2 -2.1
C 1.332 -1.430 -0.074 -0.5 -0.5 0.8
C 4.606 6.624 1.124 -0.4 -0.1 -0.9
C -1.664 2.876 0.539 0.3 -0.1 0.8
C 5.513 -0.173 -3.547 0.8 0.2 1.6
C 4.841 -1.328 -5.576 0.6 0.1 0.3
C -4.134 1.404 5.955 0.1 1.5 -1.7
C -6.456 -0.557 -2.977 1.1 1.5 -1.3
C 0.291 7.153 -0.682 0.7 -0.5 -0.3
C 2.368 0.535 0.275 0.8 2.0 1.0
C 3.942 -3.488 -1.404 -1.9 -1.0 -0.4
C -1.126 -4.089 -4.577 0.1 0.9 -1.1
C 5.035 -2.673 -2.035 1.0 1.0 2.4
C 6.677 5.583 1.767 -1.3 -1.1 0.0
C -2.773 4.692 1.912 -0.5 -1.0 -0.9
C 0.477 6.499 1.708 0.7 -1.4 -0.5
C -4.201 1.996 7.362 0.4 -1.1 0.9
C -0.083 -1.230 -6.356 0.2 -1.3 1.1
C 7.711 5.558 -2.422 -0.5 1.2 0.4
C -0.537 6.567 0.481 0.0 1.1 2.3
C -5.354 0.229 0.168 0.2 -0.1 -1.4
C -5.470 0.255 4.114 0.7 -0.5 0.2
C -2.948 -0.423 4.488 -0.7 0.8 1.0
C 8.271 5.143 -0.014 2.1 0.9 1.4
C -1.763 -8.162 4.655 1.1 0.8 0.3
C -2.181 0.360 3.400 1.1 -1.9 -0.1
C -0.417 -3.185 -3.535 -0.7 -2.3 0.1
C -4.354 -0.777 3.962 0.4 -1.0 -0.7
C 0.153 5.528 2.852 -1.5 -0.3 -2.0
C 5.496 5.415 0.744 0.8 0.5 2.1
C 1.928 -3.262 -4.440 0.8 0.5 -1.1
C 0.416 0.360 -4.414 1.0 -0.3 -0.4
C -3.882 2.647 5.072 0.4 1.3 -0.9
C -3.384 -7.199 1.291 -0.6 0.5 -2.9
C 0.374 -0.268 -0.445 0.9 -1.2 -0.5
C -3.880 -8.099 3.474 -0.8 0.8 0.9
C -5.292 0.131 -3.764 -1.5 -0.8 -0.4
C -5.853 -1.353 -1.844 -0.7 0.8 0.4
C -2.309 -4.977 0.906 0.8 0.2 1.3
C 1.740 -1.762 -4.648 1.1 0.3 -0.8
C 7.120 -1.806 -4.565 -0.5 -1.2 0.8
C 4.776 4.043 1.040 0.1 1.3 -0.2
C -3.587 -6.390 5.323 1.1 0.3 0.5
C -5.511 0.883 5.495 0.3 -0.4 0.5
C 1.014 -3.737 -3.423 -0.9 0.0 1.5
C -4.767 -0.662 -0.990 0.2 0.7 1.4
C 6.913 3.520 -1.424 0.1 -0.3 2.2
C -3.066 -5.849 1.945 -0.3 -0.7 0.7
C -3.346 1.579 -3.705 0.7 0.9 -1.3
C -0.363 4.180 2.185 0.8 0.6 1.7
C -2.271 -1.780 4.864 0.7 0.9 -0.1
C -4.358 -5.112 2.292 -1.0 1.1 -0.3
C 4.861 -1.253 -1.409 1.1 1.1 -0.2
C -4.453 1.018 -2.867 -0.6 0.3 -0.9
C 6.343 -3.339 -1.530 1.1 0.2 -0.7
C -5.274 2.229 -2.314 -0.2 0.1 0.1
C 0.355 -1.140 -4.843 -0.5 0.8 -0.1
H -3.555 4.723 1.149 -0.2 0.5 0.1
H 5.064 7.522 0.705 -0.1 0.0 -0.3
H -3.727 2.238 -4.489 -0.5 0.1 0.2
H -2.645 -2.257 5.770 -0.9 0.1 -0.3
H 7.544 -1.005 -5.168 -0.1 0.2 0.3
H 1.846 -3.858 -5.353 -0.5 0.3 -0.4
H 1.396 6.085 1.289 0.2 0.3 -0.1
H -1.441 5.109 -1.727 0.3 -0.2 0.2
H -1.227 -1.656 5.160 0.2 0.2 -0.6
H -0.613 -5.522 3.516 0.0 0.0 -0.1
H -5.216 -5.694 2.629 0.3 -0.4 0.2
H -0.920 2.484 -0.156 -0.1 1.0 -0.8
H 6.994 5.262 -3.187 -0.2 0.5 0.1
H -6.990 -1.190 -3.685 -0.2 -0.2 0.2
H 4.130 4.144 1.914 0.1 0.3 0.1
H 1.272 6.675 -0.754 -0.2 -0.7 0.1
H 1.654 -2.729 1.652 -0.1 -0.2 -0.2
H 0.720 7.470 2.142 -0.2 0.3 -0.5
H 3.835 -3.641 -0.328 1.1 0.8 0.3
H -3.835 -2.440 -1.149 0.6 -0.6 0.5
H -1.413 -5.475 0.535 -0.3 -0.3 -0.4
H 3.968 -4.531 -1.727 -0.3 0.1 -0.6
H -6.296 1.974 -2.036 0.2 -0.2 0.4
H 0.166 -1.752 1.641 0.2 0.0 0.5
H -4.013 -9.004 4.067 -0.1 0.2 0.3
H 9.224 4.699 -0.308 -0.2 -0.6 -0.2
H -2.708 -7.466 0.474 0.4 0.6 0.0
H 7.759 6.641 -2.280 0.0 0.2 -0.6
H -5.865 0.135 6.210 0.1 -0.1 0.1
H -2.758 1.054 2.793 0.0 0.1 0.3
H -1.435 -4.421 -2.027 0.6 -0.2 0.1
H 6.812 3.009 -0.462 -0.3 -0.3 0.0
H 0.154 -3.165 0.713 0.5 -0.2 -0.3
H 6.849 -0.656 -1.879 0.2 0.1 0.0
H -2.770 -9.179 2.045 0.2 0.2 -0.5
H 7.231 -3.221 -2.158 -0.3 -0.1 -0.6
H 4.600 -2.231 -6.135 0.2 -0.1 0.1
H -0.462 -0.224 0.253 0.0 0.5 0.0
H -5.876 1.038 -0.338 -0.8 -0.2 0.7
H -2.879 3.081 5.066 0.4 -0.5 0.5
H -5.010 2.722 7.429 0.1 0.1 -0.2
H 5.481 -0.680 -6.177 0.0 -0.1 -0.2
H 0.471 3.596 1.791 0.2 0.2 -0.2
H 0.923 0.441 -3.451 0.0 -0.1 0.1
H -3.011 -5.638 5.869 0.9 -0.3 -0.3
H 2.987 -3.013 -1.642 0.2 -0.5 -0.4
H 8.616 5.152 2.122 0.6 -0.6 -0.2
H 7.718 3.719 1.533 0.0 0.0 0.1
H -4.608 0.729 0.789 0.4 -0.3 -0.1
H -0.514 0.919 -4.324 -0.2 -0.4 -0.3
H -4.458 -2.306 0.501 0.0 0.3 0.1
H -0.648 -3.934 -5.548 -0.3 0.7 -0.2
H 6.377 5.118 2.709 -0.6 0.6 0.2
H 6.186 -4.413 -1.431 0.1 0.0 0.3
H -2.956 -1.380 -0.042 -0.1 -0.1 0.5
H 0.651 8.176 -0.561 -0.9 0.3 0.3
H 6.788 -2.911 -0.631 -0.8 -0.1 0.5
H -4.813 -7.532 3.489 -0.2 -0.3 0.1
H -6.246 1.688 5.526 0.1 0.2 0.0
H 0.109 -2.267 -6.641 -0.4 -0.1 -0.2
H -5.439 3.066 -2.996 0.4 -0.4 -0.7
H -1.890 -4.061 1.331 -0.3 0.0 0.5
H -2.842 0.834 -4.322 0.3 -0.3 0.6
H -3.221 1.435 -0.838 0.7 0.3 0.5
H -1.451 8.480 0.576 -0.6 0.1 -0.5
H -5.434 -2.276 -2.242 -0.3 -0.2 0.2
H -2.698 2.767 0.219 0.1 -0.2 -0.2
H 4.083 3.767 0.246 0.4 -0.3 -0.2
H -6.752 -1.436 -1.229 0.4 -1.2 0.6
H -2.170 0.004 7.246 0.4 0.0 0.1
H 4.528 0.291 -3.595 -0.2 -0.4 -0.3
H -4.322 -7.033 0.753 -0.1 0.2 -0.1
H 4.512 6.476 -1.392 0.2 0.2 -0.1
H -1.416 2.149 1.318 -0.8 0.1 0.5
H -2.345 -2.444 4.003 0.1 -0.2 0.1
H -2.988 -4.596 0.145 0.1 -0.6 -0.3
H -3.095 3.880 2.567 0.2 0.0 0.2
H -4.066 2.536 4.002 -0.2 -0.5 0.1
H 1.024 5.365 3.484 -0.1 -0.1 0.0
H -2.012 -0.963 -3.078 -0.5 0.3 0.0
H 1.066 0.855 -5.138 -0.1 0.3 0.0
H 6.197 0.482 -4.087 0.0 0.1 0.0
H -1.996 -2.830 -2.094 0.1 0.2 -0.1
H -4.546 -1.807 4.270 -0.7 0.3 0.9
H 8.662 5.220 -2.831 0.2 -0.3 0.8
H -4.484 3.516 5.350 -0.4 -0.2 0.2
H -4.390 -5.714 5.027 -0.5 -0.8 -0.6
H -2.170 -3.781 -4.617 -0.1 -0.3 -0.3
H -5.928 -0.433 0.815 -0.4 0.4 0.0
H -1.141 -1.005 -6.484 0.1 0.1 -0.1
H -4.387 1.268 8.157 -0.2 -0.4 -0.2
H 4.534 6.873 2.183 -0.1 -0.7 0.2
H 5.870 0.718 -1.462 -0.4 0.2 -0.4
H 8.584 6.182 0.133 -0.3 0.4 -0.7
H -1.917 -8.534 5.668 -0.5 -0.2 -0.1
H 7.633 -1.941 -3.613 0.4 0.5 -0.2
H -1.665 -8.981 3.943 -0.2 -0.1 0.1
H 0.554 -0.682 -7.049 -0.1 0.6 0.4
H -0.752 -7.752 4.720 0.0 0.4 -0.1
H 2.192 -1.196 -3.830 0.2 -0.3 0.3
H -0.997 -5.173 -4.577 -0.2 -0.1 1.3
H -7.164 0.170 -2.576 -0.1 0.1 -0.1
H -4.474 -8.921 1.604 0.2 -0.5 0.2
H -2.651 2.215 -3.157 0.2 -0.3 0.1
H 2.968 -3.467 -4.177 -0.5 0.3 0.2
H 5.498 3.279 1.324 -0.1 -0.2 -0.5
H -5.226 0.975 3.332 -0.6 0.3 0.1
H 7.711 2.940 -1.889 0.1 0.5 -0.5
H -0.426 -3.068 -1.350 0.0 -0.2 0.0
H -4.768 -0.725 -4.196 0.9 0.1 0.4
H 3.605 6.467 0.718 -0.2 0.3 0.1
H -6.432 -0.224 3.928 0.0 0.1 -0.3
H 0.035 -0.364 -1.475 -0.2 0.1 0.1
H 3.835 -0.894 -1.513 0.0 -0.1 -0.5
H -4.755 2.735 -1.497 -0.1 -0.3 0.4
H -4.741 -4.598 1.407 0.0 -0.1 -0.2
H 0.976 -4.827 -3.465 -0.2 0.0 0.5
H 1.747 -1.933 -0.949 -0.4 0.0 0.1
H 5.747 -4.190 -3.985 0.2 -0.1 0.0
H 5.952 3.410 -1.924 0.2 0.2 -0.3
H -2.711 5.619 2.476 0.1 -0.1 -0.1
H -1.215 0.735 3.744 -0.3 0.7 0.4
H -5.562 0.651 -4.686 -0.6 0.4 0.3
H 5.021 -1.224 -0.330 0.0 -0.7 0.0
H -3.257 2.440 7.681 0.0 0.3 -0.4
H 1.371 -3.425 -2.438 0.1 -0.2 0.0
H -4.252 -4.284 2.997 0.5 -0.2 0.3
H -4.236 -0.982 2.893 0.1 0.3 -0.3
H 6.929 6.628 1.951 -0.1 0.1 -0.2
H 7.314 -2.731 -5.111 -0.3 -0.1 -0.2
H -0.642 6.001 3.432 -0.1 -0.4 0.4
H -0.747 3.608 3.033 -0.1 -0.4 -0.1
H -1.781 7.711 1.990 0.4 -0.8 0.3
H -0.146 7.017 -1.671 -0.4 0.3 0.1
H -2.692 7.143 0.640 0.2 0.1 -0.5
H -3.863 -7.073 6.127 -0.5 -0.2 -0.3
H 3.921 -0.775 -5.391 0.4 -0.1 0.1
H -1.812 -0.446 2.758 -0.3 0.1 -0.7
H 2.398 -1.594 -5.504 -0.7 0.6 -0.1
```
Positions in Å, forces in eV/Å.

Properties
relative energy (zero: lowest compared OMol25 entry of this formula, charge and spin)	139.58	kJ/mol
total energy	-3771.4486	Ha
charge	0
structure (SMILES)	CC1(C)CCCC(C)(C)N1O.CC1(C)CCCC(C)(C)N1O.CC1(C)CCCC(C)(C)N1O.CC1(C)CCCC(C)(C)N1O.CC1(C)CCCC(C)(C)N1O.CC1(C)CCCC(C)(C)N1O.CC1(C)CCCC(C)(C)N1O.C[C@H]1COC(=O)O1
HOMO-LUMO gap	8.298	eV

***

The following is a DFT calculation (ωB97M-V/def2-TZVPD) of a molecular structure, C67H55ClF4N2O4P2STi at a distorted geometry.

Geometry as XYZ:
```
137
Properties=species:S:1:pos:R:3:forces:R:3
Ti -1.410 -0.657 -0.346 0.7 -0.4 0.0
Cl -0.902 -8.597 -1.662 0.1 -0.1 0.0
S 0.636 1.457 0.655 -0.4 0.5 0.3
P -1.797 1.347 -2.028 -0.5 1.0 -0.9
P 3.015 -0.551 1.654 0.2 -0.1 0.0
F 1.048 -4.818 -0.556 0.0 -0.1 0.0
F 2.549 -5.153 -2.701 0.0 -0.1 0.1
F 2.133 -0.614 -3.815 0.0 0.1 0.0
F 0.618 -0.208 -1.644 0.0 -0.3 -0.1
O -3.304 -0.997 -0.683 -1.2 -0.5 -0.2
O -4.160 -3.743 -1.251 -0.1 0.0 0.0
O -0.799 0.868 0.547 1.3 2.0 1.3
O -1.837 -1.623 -2.150 -0.5 -0.2 -0.7
N -0.272 -2.230 -0.101 0.1 -0.6 0.5
N -2.021 -1.362 1.677 -0.3 -0.2 0.5
C -1.765 5.308 -2.915 0.0 0.2 0.0
C 0.607 2.964 4.968 0.2 -0.2 0.0
C -1.045 -1.086 2.737 0.2 0.1 0.0
C -4.025 -2.707 -2.202 0.0 0.1 0.0
C -1.812 -7.131 -1.531 -0.1 0.2 0.0
C 1.708 1.445 3.300 0.1 0.2 0.1
C 5.288 2.471 0.015 0.0 0.1 0.0
C 2.349 -2.912 -3.348 -0.1 -0.1 0.1
C -5.478 1.975 -0.482 0.0 0.1 0.0
C 0.629 -2.518 -1.074 0.6 -0.2 -0.5
C 1.048 -1.486 -1.939 0.0 -0.1 0.2
C 2.808 0.520 3.138 -0.4 0.2 0.1
C -0.827 -3.316 0.703 0.3 0.1 0.4
C 4.048 -4.076 3.422 0.0 0.0 0.0
C 4.956 -0.259 -0.323 -0.1 0.0 -0.1
C 0.244 1.415 -5.573 0.0 0.0 0.0
C -0.199 7.271 -2.222 0.0 0.0 -0.1
C 5.818 0.442 -1.151 0.0 0.0 0.0
C 0.682 1.895 2.387 0.5 -0.3 0.4
C -4.479 1.645 -3.055 0.1 -0.1 0.0
C 1.618 2.063 4.577 -0.1 -0.1 -0.3
C -0.318 2.753 2.798 0.0 -0.3 -0.3
C -0.290 3.699 -1.037 -0.1 0.1 -0.1
C 3.674 0.335 4.199 0.0 0.1 -0.2
C -1.532 -0.173 -5.835 0.0 -0.1 0.0
C -0.389 3.279 4.088 -0.2 0.2 0.2
C -3.636 -5.908 -0.536 -0.1 0.1 0.0
C -4.778 -5.794 0.435 0.0 0.0 -0.1
C 4.253 0.397 0.688 -0.2 0.0 0.0
C -1.313 3.125 -1.857 0.0 -0.1 0.0
C -2.881 -7.063 -0.645 0.0 0.0 0.0
C 1.237 -3.760 -1.363 -0.2 0.2 0.1
C -0.199 1.701 -4.292 -0.1 0.0 0.0
C -6.340 2.015 -1.573 0.0 0.0 0.0
C 2.122 2.662 6.831 0.1 0.0 0.1
C -2.996 -1.713 -1.688 -0.7 -0.5 -0.6
C 0.960 5.850 -0.652 0.0 -0.1 0.0
C -2.075 -2.816 1.447 0.1 -0.3 -0.2
C -3.333 -0.882 2.142 -0.1 0.0 0.0
C 0.542 3.153 -0.006 0.5 -0.1 0.0
C -1.332 1.072 -3.776 0.0 -0.1 0.1
C 4.431 1.768 0.850 0.0 -0.1 0.0
C -2.004 3.940 -2.738 0.1 0.0 0.1
C 3.567 0.992 5.433 0.1 0.1 0.3
C -0.756 5.874 -2.195 0.0 -0.1 0.0
C -4.127 1.769 -0.682 0.0 0.0 -0.2
C 5.432 -4.123 3.340 0.0 0.0 0.0
C 1.547 3.914 0.560 0.0 -0.2 0.0
C -3.614 1.598 -1.970 0.0 -0.1 0.0
C 5.443 -1.951 2.299 -0.1 0.0 0.0
C 6.126 -3.053 2.794 0.1 0.0 0.0
C -3.318 -4.825 -1.364 0.1 -0.2 0.0
C -0.042 5.080 -1.277 0.0 -0.1 0.1
C 1.785 5.260 0.259 0.0 0.1 -0.1
C 0.926 7.264 -1.162 0.0 0.1 0.0
C 0.862 3.432 6.376 -0.1 0.1 0.0
C 1.839 -1.666 -3.045 0.1 -0.1 0.1
C -2.220 -4.872 -2.210 0.0 0.1 -0.1
C -1.467 -6.035 -2.296 0.0 -0.1 0.0
C 2.046 -3.937 -2.469 0.1 0.2 -0.2
C -0.421 0.479 -6.348 0.0 0.0 0.0
C 4.051 -1.902 2.355 -0.1 -0.1 -0.1
C 5.981 1.811 -0.987 0.0 0.0 0.0
C 2.532 1.852 5.630 -0.1 0.0 -0.1
C 3.369 -2.967 2.942 0.0 0.0 -0.1
C -1.988 0.122 -4.560 0.1 0.1 0.0
C -5.839 1.853 -2.853 -0.1 0.0 0.0
H -1.015 -0.020 2.947 0.0 0.0 0.0
H 3.919 2.281 1.656 0.1 0.0 0.0
H 1.033 4.509 6.389 -0.1 0.0 0.0
H -1.202 3.939 4.360 0.0 0.0 0.0
H 0.004 3.237 7.020 0.0 0.0 0.0
H -4.102 1.525 -4.063 0.0 0.0 0.0
H 2.291 -2.919 3.040 -0.1 -0.1 -0.1
H -2.351 5.877 -3.625 0.0 0.0 0.0
H -4.996 -2.215 -2.250 0.0 0.1 0.0
H -2.040 -0.924 -6.426 0.0 0.0 0.0
H 4.838 -1.328 -0.454 0.0 0.0 -0.1
H 1.889 7.543 -1.590 0.0 0.0 0.0
H 5.969 -4.988 3.705 0.0 0.0 0.0
H 6.001 -1.127 1.876 0.0 0.0 0.0
H 0.721 7.959 -0.347 0.0 0.0 0.0
H 5.423 3.536 0.155 0.0 0.0 0.0
H 0.348 2.413 -3.687 0.0 0.0 0.0
H -4.106 -1.145 1.427 0.0 0.0 0.0
H -4.669 -4.903 1.055 0.0 0.0 0.0
H -0.970 8.012 -2.008 0.0 0.0 0.0
H -2.168 -3.348 2.403 -0.1 0.0 0.0
H 0.196 7.491 -3.215 0.0 0.1 0.0
H -4.821 -6.669 1.080 0.0 0.0 0.0
H 7.207 -3.078 2.746 0.0 0.0 0.0
H -5.870 2.105 0.519 0.0 0.0 0.0
H -1.918 -4.009 -2.789 0.0 -0.1 0.0
H 3.500 -4.908 3.843 0.0 0.0 0.0
H -2.967 -3.032 0.859 0.0 0.1 0.0
H -1.317 -1.617 3.657 0.0 0.0 -0.1
H -3.445 1.737 0.162 -0.1 0.0 0.1
H -0.616 -6.087 -2.961 0.0 0.0 0.0
H -3.136 -7.928 -0.046 0.0 0.0 0.0
H -3.581 -1.326 3.113 0.0 0.0 0.0
H -3.745 -3.094 -3.182 0.0 0.1 0.0
H -3.302 0.203 2.245 0.0 0.0 0.0
H 2.918 3.342 7.137 0.0 0.0 0.0
H 4.301 0.801 6.206 0.0 0.0 0.0
H -2.856 -0.394 -4.175 0.0 0.0 0.0
H 1.912 2.012 7.682 0.0 0.0 0.0
H 2.182 3.455 1.305 0.0 0.0 0.0
H -6.507 1.892 -3.704 0.0 0.0 0.0
H -2.776 3.494 -3.349 0.0 0.0 0.0
H -0.057 -1.402 2.413 0.2 0.0 0.0
H 2.953 -3.086 -4.225 0.0 0.0 0.0
H 6.659 2.355 -1.631 0.0 0.0 0.0
H 2.584 5.795 0.755 0.0 0.0 0.0
H -7.398 2.177 -1.419 0.0 0.0 0.0
H -1.123 -4.160 0.081 0.0 -0.1 0.0
H -0.083 -3.691 1.410 0.0 0.0 0.1
H -1.078 3.032 2.077 0.0 0.1 0.0
H -5.726 -5.699 -0.098 0.0 0.0 0.0
H 4.491 -0.363 4.076 0.0 0.0 0.0
H 1.120 1.918 -5.961 0.0 0.0 0.0
H -0.072 0.254 -7.348 0.0 0.0 0.0
H 6.364 -0.081 -1.926 0.0 0.0 0.0
```
Positions in Å, forces in eV/Å.

Properties
relative energy (zero: lowest compared OMol25 entry of this formula, charge and spin)	0.00	kJ/mol
total energy	-5786.5611	Ha
charge	+1
spin multiplicity	2
HOMO-LUMO gap (spin up / spin down)	6.634 / 7.150	eV